A molecular structure, C31H32N7O5PdS2Te, computed with ωB97M-V/def2-TZVPD.

```
79
C31H32N7O5PdS2Te, DFT ωB97M-V/def2-TZVPD
Pd 0.0769 -0.0328 -0.3526
C 3.7022 3.0549 6.2785
C 3.1266 3.0458 4.8869
C 2.3877 4.1185 4.4086
C 1.8847 4.1257 3.1114
C 2.1252 3.0379 2.2882
C 2.8613 1.9464 2.7475
C 3.3543 1.9599 4.0368
S 1.4340 3.0001 0.6704
O 2.4418 2.4908 -0.2258
O 0.8388 4.2877 0.4292
N 0.3255 1.8352 0.7370
C -1.0069 1.9982 1.0736
C -1.6312 3.0236 1.7861
C -2.9766 2.8803 2.0531
C -3.6752 1.7516 1.6176
C -2.9881 0.7962 0.9065
N -1.6818 0.9182 0.6424
H 3.2305 3.8163 6.8979
H 4.7729 3.2666 6.2496
H 3.5758 2.0876 6.7664
H 2.2063 4.9687 5.0551
H 1.3263 4.9715 2.7340
H 3.0395 1.1029 2.0926
H 3.9419 1.1214 4.3953
H -1.0770 3.8974 2.0926
H -3.4941 3.6543 2.6056
H -4.7282 1.6250 1.8213
H -3.4724 -0.0881 0.5110
N -2.6969 -6.5929 -5.0816
C -2.3462 -5.4989 -4.3524
C -3.0834 -4.3089 -4.4550
C -2.7238 -3.1996 -3.7252
C -1.6260 -3.2643 -2.8674
C -0.8724 -4.4372 -2.7648
C -1.2344 -5.5436 -3.4937
S -1.1048 -1.8472 -2.0551
O -2.1640 -0.8752 -2.0990
O -0.6155 -2.2211 -0.7065
N 0.1594 -1.2430 -2.8589
C 1.4603 -1.5641 -2.4021
N 2.2220 -2.3262 -3.1648
C 3.4608 -2.5402 -2.7140
C 3.9381 -2.0029 -1.5285
C 3.0671 -1.2095 -0.8153
N 1.8336 -0.9859 -1.2598
H -3.5143 -6.5854 -5.6620
H -2.2102 -7.4626 -4.9730
H -3.9399 -4.2661 -5.1165
H -3.2912 -2.2825 -3.8035
H -0.0166 -4.4813 -2.1034
H -0.6592 -6.4577 -3.4123
H 4.0925 -3.1657 -3.3335
H 4.9458 -2.1821 -1.1855
H 3.3351 -0.7291 0.1166
C 2.1135 -2.2377 3.6252
N 1.0329 -1.2679 3.7034
C 0.4260 -1.0197 5.0022
C 0.5889 -0.6522 2.6171
O 1.0621 -0.8038 1.4833
H 1.7240 -3.2540 3.6977
H 2.8092 -2.0677 4.4461
H 2.6296 -2.1232 2.6772
H -0.0091 -1.9356 5.4024
H -0.3564 -0.2708 4.9026
H 1.1765 -0.6518 5.7018
H -0.2404 0.0409 2.7954
Te 0.5215 1.6588 -2.6765
C -1.3105 2.0810 -3.5006
C -1.3405 2.4828 -4.8339
C -2.5593 2.8100 -5.4109
C -3.7216 2.7535 -4.6548
C -3.6789 2.3628 -3.3215
C -2.4723 2.0184 -2.7352
H -0.4350 2.5415 -5.4247
H -2.5978 3.1164 -6.4475
H -4.6689 3.0181 -5.1061
H -4.5889 2.3222 -2.7371
H -2.4415 1.6892 -1.7052
```

Values from the calculation:
HOMO energy (alpha / beta)	-10.3473 / -10.3049	eV
gap between HOMO and LUMO (alpha / beta)	8.243 / 4.911	eV
2S+1	5
total charge	+1
relative energy (zero: lowest compared OMol25 entry of this formula, charge and spin)	0.5664	eV
strongest force on any atom	0.98	eV Å⁻¹
DFT total energy	-85769.878	eV
LUMO level (alpha / beta)	-2.10 / -5.39	eV

***

A molecular structure, C31H33BI2O8PS, computed with ωB97M-V/def2-TZVPD.

```
77
C31H33BI2O8PS, DFT ωB97M-V/def2-TZVPD
C 0.8190 -2.4235 -3.2310
C 2.2685 -1.9506 -3.0045
C 2.8864 -1.2240 -4.2122
C 4.0951 -0.3635 -3.8234
C 3.7406 1.0647 -3.3627
C 3.7446 1.2746 -1.8307
C 2.3342 1.4318 -1.2311
B 1.7166 2.9129 -1.1489
I 2.4916 3.9364 0.7334
I 2.1500 4.2642 -2.8835
P -0.2271 2.7632 -1.0187
S -1.1742 2.0222 -2.6002
H 0.7114 -3.5014 -3.0790
H 0.4821 -2.1898 -4.2434
H 0.1265 -1.9312 -2.5438
H 2.3144 -1.2797 -2.1414
H 2.9052 -2.8095 -2.7595
H 2.1209 -0.5875 -4.6682
H 3.1814 -1.9704 -4.9586
H 4.7952 -0.3152 -4.6644
H 4.6289 -0.8815 -3.0154
H 2.7418 1.3212 -3.7317
H 4.4145 1.7851 -3.8351
H 4.2272 0.3987 -1.3741
H 4.3625 2.1362 -1.5574
H 1.6414 0.7794 -1.7844
H 2.3409 1.0547 -0.1973
H -0.4296 1.9351 0.1051
H -0.7844 3.9766 -0.6060
C -3.7898 -0.4681 -3.4862
C -4.7146 -0.8184 -2.5957
C -5.2371 -2.1998 -2.5298
O -6.0851 -2.5219 -1.7176
C -4.6939 -3.1955 -3.4850
C -3.7777 -2.8483 -4.3836
C -3.2607 -1.4551 -4.4653
O -2.4533 -1.1441 -5.3104
H -3.3777 0.5327 -3.5418
H -5.1204 -0.1177 -1.8772
H -5.0784 -4.2030 -3.3914
H -3.3629 -3.5505 -5.0958
C -4.4669 -6.8461 1.0029
C -4.7767 -6.8395 2.2956
C -5.5660 -5.7302 2.8915
O -5.8517 -5.7320 4.0700
C -5.9879 -4.6310 1.9904
C -5.6815 -4.6312 0.6950
C -4.8986 -5.7454 0.1012
O -4.6187 -5.7682 -1.0785
H -3.8935 -7.6405 0.5421
H -4.4769 -7.6280 2.9743
H -6.5573 -3.8336 2.4512
H -5.9774 -3.8400 0.0170
C -2.7725 3.7232 4.6822
C -2.6944 4.0633 3.3994
C -1.4098 4.5130 2.7985
O -1.3484 4.8426 1.6356
C -0.2143 4.5427 3.6777
C -0.2958 4.2031 4.9623
C -1.5792 3.7724 5.5666
O -1.6617 3.4683 6.7389
H -3.6948 3.3978 5.1469
H -3.5470 4.0384 2.7324
H 0.7144 4.8444 3.2114
H 0.5642 4.2105 5.6204
C 4.3745 1.8981 3.3542
C 5.4995 1.6625 2.6845
C 6.7992 2.2015 3.1507
O 7.8336 1.9783 2.5586
C 6.7952 3.0300 4.3859
C 5.6701 3.2723 5.0505
C 4.3691 2.7211 4.5882
O 3.3478 2.9424 5.2037
H 3.4124 1.5291 3.0238
H 5.5217 1.0818 1.7712
H 7.7563 3.4163 4.7009
H 5.6389 3.8730 5.9508
```

Values from the calculation:
HOMO energy	-5.1457	eV
gap between HOMO and LUMO	5.052	eV
total charge	-1
strongest force on any atom	0.40	eV Å⁻¹
DFT total energy	-86064.455	eV
LUMO level	-0.09	eV

***

A molecular structure, C31H33BN7O2PRuS3, computed with ωB97M-V/def2-TZVPD.

```
79
C31H33BN7O2PRuS3, DFT ωB97M-V/def2-TZVPD
Ru 0.2093 -0.1030 -0.1349
C -1.1677 4.8726 -0.5826
N -0.3519 4.1428 -1.5096
C -0.2666 4.3418 -2.8540
C 0.5085 3.3451 -3.3631
N 0.8890 2.5349 -2.3392
B 1.7476 1.2661 -2.4302
N 3.0447 1.5767 -1.6551
C 3.8130 2.6831 -1.8778
C 4.8464 2.6725 -0.9997
N 4.7094 1.5509 -0.2337
C 5.5857 1.1124 0.8129
C 3.5978 0.8995 -0.6404
S 3.0548 -0.5457 0.0543
C 0.3528 3.0332 -1.2111
S 0.6213 2.4764 0.3754
H -1.5827 5.7451 -1.0792
H -0.5746 5.1763 0.2795
H -1.9783 4.2175 -0.2413
H -0.7521 5.1628 -3.3388
H 0.8146 3.1449 -4.3697
H 1.9742 0.9797 -3.5556
H 1.1364 0.3266 -1.8413
H 3.5665 3.3865 -2.6448
H 5.6524 3.3600 -0.8582
H 6.4435 1.7774 0.8633
H 5.9224 0.0952 0.6104
H 5.0588 1.1167 1.7682
C 1.4626 -0.7313 5.2209
N 1.4225 -1.8026 4.2644
C 1.6904 -3.1164 4.5152
C 1.6142 -3.7830 3.3482
N 1.2922 -2.8762 2.3499
C 1.1465 -1.6469 2.9478
S 0.7328 -0.1213 2.3940
C 1.2948 -3.2390 0.9951
C 1.9729 -4.3971 0.5989
C 1.9330 -4.7823 -0.7265
C 1.2673 -3.9769 -1.6413
C 0.6711 -2.8239 -1.1741
N 0.6587 -2.4749 0.1136
H 1.7785 -1.1326 6.1806
H 0.4813 -0.2635 5.3116
H 2.1664 0.0361 4.8953
H 1.9169 -3.4812 5.4946
H 1.7261 -4.8272 3.1587
H 2.5538 -4.9705 1.3001
H 2.4374 -5.6817 -1.0444
H 1.2159 -4.2402 -2.6842
H 0.1673 -2.1275 -1.8477
O -2.8801 2.3644 -0.0969
C -2.5168 1.2711 -0.4961
O -1.5075 1.0143 -1.2158
C -3.3632 0.0050 -0.1471
P -2.1349 -1.3365 0.1087
C -3.0176 -2.8697 -0.3856
C -2.5055 -3.7137 -1.3618
C -3.0967 -4.9422 -1.6084
C -4.2143 -5.3276 -0.8901
C -4.7623 -4.4666 0.0481
C -4.1678 -3.2451 0.3059
C -2.1331 -1.6362 1.9106
C -1.7649 -2.9069 2.3510
C -1.6544 -3.1820 3.7005
C -1.9100 -2.1854 4.6302
C -2.2747 -0.9207 4.1976
C -2.3690 -0.6334 2.8460
H -3.9490 -0.2297 -1.0409
H -4.0386 0.1799 0.6937
H -1.6355 -3.4210 -1.9288
H -2.6765 -5.6023 -2.3527
H -4.6634 -6.2932 -1.0683
H -5.6487 -4.7573 0.5917
H -4.5850 -2.5901 1.0578
H -1.5788 -3.6883 1.6253
H -1.3658 -4.1737 4.0194
H -1.8402 -2.4002 5.6867
H -2.4876 -0.1443 4.9155
H -2.6122 0.3714 2.5264
```

Values from the calculation:
HOMO energy (alpha / beta)	-10.0363 / -10.1217	eV
gap between HOMO and LUMO (alpha / beta)	5.776 / 6.719	eV
2S+1	2
total charge	+1
relative energy (zero: lowest compared OMol25 entry of this formula, charge and spin)	0.4570	eV
strongest force on any atom	3.52	eV Å⁻¹
DFT total energy	-92257.477	eV
LUMO level (alpha / beta)	-4.26 / -3.40	eV

***

A molecular structure, C31H33BaClN2O2Si2, computed with ωB97M-V/def2-TZVPD.

```
72
C31H33BaClN2O2Si2, DFT ωB97M-V/def2-TZVPD
C -2.4441 4.3158 3.2343
C -1.2715 4.4138 2.4372
C -1.5480 3.8022 1.1815
H -0.3423 4.9188 2.7143
C -2.8871 3.3362 1.2053
C -3.4444 3.6648 2.4642
H -4.4998 3.5763 2.7245
H -2.5900 4.7872 4.2059
H -0.8864 3.7685 0.3074
H -3.4192 2.9047 0.3516
Ba -1.3226 1.6104 3.1695
Si 0.8194 -3.8387 -1.5911
C 2.6819 -3.8608 -1.7681
C 3.3826 -5.0696 -1.8629
H 2.8322 -6.0114 -1.8177
C 4.7761 -5.0592 -2.0207
H 5.3151 -6.0012 -2.1328
C 5.4866 -3.8521 -2.0421
H 6.5774 -3.8472 -2.1329
C 4.7875 -2.6414 -1.9513
H 5.3360 -1.6951 -1.9667
C 3.3936 -2.6507 -1.8594
H 2.8601 -1.6982 -1.8398
C 0.1375 -3.9968 -3.3297
C 0.9184 -3.5892 -4.4280
H 1.9841 -3.3807 -4.2990
C 0.3335 -3.3911 -5.6864
H 0.9421 -3.0553 -6.5275
C -1.0386 -3.5945 -5.8677
H -1.5074 -3.3849 -6.8349
C -1.8047 -4.0671 -4.7949
H -2.8669 -4.2594 -4.9475
C -1.2277 -4.2613 -3.5337
H -1.8356 -4.5792 -2.6847
H 0.6539 -2.3812 -1.4049
Si -0.1518 0.1126 0.3442
C -1.0866 0.5865 -1.1807
C -0.4247 1.1612 -2.2947
H 0.6678 1.2009 -2.3179
C -1.1521 1.6987 -3.3664
H -0.6296 2.1377 -4.2140
C -2.5453 1.5914 -3.4109
H -3.1081 1.9090 -4.2992
C -3.2040 1.0187 -2.3168
H -4.2851 0.9175 -2.3605
C -2.4962 0.4908 -1.2317
H -3.0107 -0.0170 -0.4120
C 1.6188 0.6228 0.1473
C 1.8218 2.0277 0.2016
H 0.9516 2.6925 0.3058
C 3.1086 2.5721 0.1812
H 3.2295 3.6508 0.2193
C 4.2315 1.7502 0.0536
H 5.2365 2.1782 -0.0068
C 4.0468 0.3649 -0.0118
H 4.9074 -0.2827 -0.1690
C 2.7690 -0.2026 0.0964
H 2.6470 -1.2920 0.1621
H 0.1810 -4.6627 -0.4490
Cl -0.3776 -1.7544 1.1812
C -1.3325 3.3416 8.1620
O -2.4853 2.6167 7.6646
C -2.4531 2.3316 6.3702
O -1.4664 2.5346 5.6152
N -3.6315 1.8005 5.9474
N -3.7451 1.4243 4.5484
H -1.5510 3.4689 9.2192
H -1.2433 4.3065 7.6539
H -0.4071 2.7789 8.0159
H -4.2521 1.4255 6.6628
H -4.2196 0.5185 4.5080
H -4.4401 2.0472 4.1093
```

Values from the calculation:
HOMO energy	-5.0953	eV
gap between HOMO and LUMO	4.425	eV
strongest force on any atom	3.24	eV Å⁻¹
DFT total energy	-68728.797	eV
LUMO level	-0.67	eV

***

A molecular structure, C31H33Br2Cl2N7S3Ta, computed with ωB97M-V/def2-TZVPD.

```
79
C31H33Br2Cl2N7S3Ta, DFT ωB97M-V/def2-TZVPD
Ta -0.3581 -0.0646 -0.7458
Br 0.1331 -0.7333 6.0993
C -0.0338 -0.5538 4.2464
C 0.7149 -1.3407 3.3893
C 0.5841 -1.1290 2.0340
N -0.2432 -0.2096 1.5075
C -1.0397 0.4842 2.3425
C -0.9306 0.3592 3.7162
C -2.0944 1.3289 1.7139
C -3.0456 1.9856 2.4780
C -4.0582 2.6788 1.8358
Br -5.3744 3.5526 2.8413
C -4.0985 2.7004 0.4555
C -3.1116 2.0186 -0.2314
N -2.1226 1.3508 0.3714
H 1.3887 -2.1027 3.7536
H 1.1412 -1.7223 1.3274
H -1.5447 0.9480 4.3791
H -3.0301 1.9497 3.5560
H -4.8767 3.2229 -0.0816
H -3.1235 1.9987 -1.3145
N 2.8598 0.7432 0.5169
C 3.5928 1.5446 -0.4699
C 2.8896 2.8687 -0.7105
C 1.5324 2.7930 -1.3939
N 0.4282 2.1734 -0.5818
H 3.0065 1.1358 1.4436
H 3.2511 -0.1908 0.5535
H 3.6146 0.9806 -1.4015
H 4.6309 1.7291 -0.1811
H 3.5185 3.4883 -1.3536
H 2.8013 3.4291 0.2293
H 1.5990 2.2593 -2.3413
H 1.2139 3.8102 -1.6271
H -0.4141 2.6633 -0.8682
H 0.5701 2.4160 0.3959
C -2.0577 -2.9350 -2.3137
C -2.1985 -2.7774 -0.8085
C -3.4897 -3.4363 -0.3263
C -2.1661 -1.3066 -0.3561
H -2.1117 -3.9877 -2.6007
H -1.1188 -2.5283 -2.6867
H -2.8599 -2.4071 -2.8390
H -1.3626 -3.2970 -0.3348
H -4.3627 -2.9362 -0.7566
H -3.5810 -3.3883 0.7616
H -3.5319 -4.4873 -0.6197
H -2.4366 -1.2979 0.7106
H -3.0113 -0.7967 -0.8392
Cl 1.0963 -4.1083 0.2578
C 1.9286 -3.5619 -1.1648
C 2.8218 -4.4181 -1.7803
C 3.5254 -3.9916 -2.8956
C 3.3557 -2.7019 -3.3690
C 2.4696 -1.8552 -2.7267
Cl 2.3051 -0.2374 -3.2926
C 1.6938 -2.2595 -1.6326
N 0.7728 -1.4035 -1.0773
H 2.9621 -5.4118 -1.3785
H 4.2183 -4.6607 -3.3867
H 3.8917 -2.3489 -4.2394
S 1.7566 0.5186 -7.5983
C 0.7292 0.2416 -6.3544
S 0.1292 1.5123 -5.3007
C -0.6109 0.3124 -4.2855
N -0.5021 -0.8876 -4.7116
N 0.2143 -0.9307 -5.8784
C 0.4752 -2.2381 -6.4095
C 0.7852 -3.2609 -5.5250
C 1.0069 -4.5376 -6.0160
C 0.9150 -4.7878 -7.3777
C 0.5961 -3.7567 -8.2494
C 0.3725 -2.4745 -7.7711
S -1.4464 0.7292 -2.8039
H 0.8312 -3.0598 -4.4637
H 1.2483 -5.3385 -5.3290
H 1.0825 -5.7867 -7.7585
H 0.5115 -3.9491 -9.3107
H 0.1263 -1.6684 -8.4457
```

Values from the calculation:
HOMO energy	-9.8761	eV
gap between HOMO and LUMO	5.774	eV
total charge	+1
relative energy (zero: lowest compared OMol25 entry of this formula, charge and spin)	0.5765	eV
strongest force on any atom	1.12	eV Å⁻¹
DFT total energy	-242297.774	eV
LUMO level	-4.10	eV

***

A molecular structure, C31H33F10KN6O8P2, computed with ωB97M-V/def2-TZVPD.

```
91
C31H33F10KN6O8P2, DFT ωB97M-V/def2-TZVPD
K -0.6301 -0.5932 0.2396
C -4.1922 -0.4679 0.7946
N -3.1792 0.4854 1.2226
C -3.0852 0.4792 2.6843
C -2.2530 -0.6806 3.2359
N -0.8257 -0.4423 3.0693
C -0.0914 0.1279 4.0464
C 1.2636 0.4337 3.7256
F 1.6802 0.1801 2.4791
C 2.1618 0.9929 4.5974
F 3.4184 1.2398 4.2054
C 1.7806 1.3263 5.8867
F 2.6616 1.8637 6.7556
C 0.4781 1.0862 6.2456
F 0.0703 1.4059 7.4853
C -0.4247 0.5127 5.3630
F -1.6847 0.3549 5.8431
C -3.4684 1.8254 0.7050
C -2.2209 2.7117 0.6344
N -1.6230 2.6122 -0.6905
C -0.5241 3.2967 -0.9407
C 0.3347 4.0297 -0.0607
F 0.0567 4.0830 1.2682
C 1.5084 4.6420 -0.4529
F 2.2520 5.2825 0.4647
C 1.9455 4.6225 -1.7623
F 3.0695 5.2798 -2.1555
C 1.1244 3.9812 -2.6811
F 1.4887 3.9714 -3.9779
C -0.0282 3.3603 -2.2908
F -0.7333 2.7353 -3.2543
H -5.2082 -0.1363 1.0842
H -4.0023 -1.4490 1.2297
H -4.1490 -0.5939 -0.2894
H -4.1046 0.4703 3.1197
H -2.6115 1.4074 3.0106
H -2.4972 -1.5932 2.6785
H -2.5625 -0.8617 4.2650
H -4.2714 2.2895 1.3056
H -3.8408 1.7295 -0.3168
H -1.5424 2.4053 1.4446
H -2.5144 3.7470 0.8648
C 0.3737 -5.8968 0.7718
C -0.2254 -4.5448 1.1430
O -1.0985 -4.7281 2.2694
P -1.2208 -3.8581 -0.2252
O -2.1133 -5.0437 -0.8450
O -0.1658 -3.6028 -1.3815
O -2.0455 -2.6980 0.1806
P 1.1465 -3.2832 1.5280
O 0.5935 -2.6527 2.8709
O 2.4273 -4.0037 1.6995
O 1.0078 -2.2455 0.4082
H -0.4194 -6.6191 0.5659
H 0.9858 -6.2430 1.6027
H 1.0209 -5.8181 -0.1038
H -0.8676 -4.0254 2.8951
H -3.0159 -4.9497 -0.5074
H 0.5117 -3.0161 -0.8821
H 0.0022 -1.7753 2.8291
N -6.0556 1.3500 -5.1099
C -5.0195 1.0280 -4.7256
C -3.7247 0.6071 -4.2467
C -2.6069 0.6925 -5.0720
C -1.3973 0.2679 -4.5722
C -1.3529 -0.2196 -3.2731
N -2.4144 -0.3141 -2.4791
C -3.5804 0.1010 -2.9593
H -2.6950 1.0955 -6.0721
H -0.4891 0.3402 -5.1559
H -0.4064 -0.5446 -2.8504
H -4.4422 0.0376 -2.3020
O 1.2411 0.9473 -1.0231
C 2.2219 0.6821 -1.7045
C 2.5649 -0.7295 -2.1289
C 3.7568 -1.2920 -1.3393
C 5.1151 -0.8503 -1.8831
C 5.3729 0.6560 -1.8619
C 4.3821 1.4674 -2.6974
N 3.0899 1.6641 -2.0656
H 2.7735 -0.7632 -3.2056
H 1.6826 -1.3308 -1.9381
H 3.7004 -2.3822 -1.3541
H 3.6448 -1.0182 -0.2869
H 5.2101 -1.2015 -2.9204
H 5.9029 -1.3545 -1.3173
H 6.3826 0.8505 -2.2402
H 5.3421 1.0287 -0.8324
H 4.2554 0.9931 -3.6786
H 4.7826 2.4617 -2.8894
H 2.8390 2.5808 -1.7154
```

Values from the calculation:
HOMO energy	-1.6242	eV
gap between HOMO and LUMO	5.352	eV
total charge	-2
relative energy (zero: lowest compared OMol25 entry of this formula, charge and spin)	0.4144	eV
strongest force on any atom	2.01	eV Å⁻¹
DFT total energy	-120088.501	eV
LUMO level	3.73	eV

***

- Which formula does entry 1 have?
  C31H32N7O5PdS2Te